A cluster of 10 separate species, C30H80O10 in total. Source: OMol25; level of theory: ωB97M-V with the def2-TZVPD basis set.

Computed properties:
* F_max: 2.96 eV/A
* SMILES: CC(C)O.CC(C)O.CC(C)O.CC(C)O.CC(C)O.CC(C)O.CC(C)O.CC(C)O.CC(C)O.CC(C)O
* HOMO energy: -9.4 eV
* LUMO energy: 0.42 eV
* HOMO-LUMO gap: 9.800 eV
* net charge: 0
* energy above the lowest of the compared OMol25 structures with the same formula, charge and spin: 98.8 kJ/mol

The geometry in XYZ format:
```
120
C30H80O10 | OMol25 | ωB97M-V with the def2-TZVPD basis set
C -5.04123 1.69706 -3.54602
C -3.71250 2.28140 -3.05728
C -3.83613 2.92852 -1.66843
O -2.67025 1.29617 -3.05106
H -5.88479 2.44895 -3.58668
H -5.23259 0.93099 -2.77508
H -5.03541 1.17508 -4.48335
H -3.29556 3.01550 -3.77260
H -4.24135 2.19427 -0.97950
H -4.54108 3.77057 -1.58559
H -2.89427 3.22341 -1.18628
H -2.83341 0.47656 -2.53070
C -0.85214 -3.47212 3.78552
C -1.34878 -2.70013 4.96941
C -2.13784 -1.41745 4.60178
O -2.19899 -3.55560 5.83567
H -1.67291 -4.00822 3.36998
H -0.19189 -4.29999 4.11681
H -0.34170 -2.81111 3.12810
H -0.57822 -2.39799 5.63510
H -2.84011 -1.64420 3.73639
H -1.37662 -0.74274 4.24261
H -2.68154 -1.07271 5.47820
H -2.61430 -4.25493 5.31462
C -5.40167 -1.93804 -1.42220
C -4.61527 -1.13451 -0.43605
C -4.14231 -1.96972 0.75555
O -3.42428 -0.53615 -1.12635
H -6.33553 -2.22825 -0.93278
H -4.84667 -2.83832 -1.65815
H -5.65082 -1.40012 -2.30302
H -5.15742 -0.28568 -0.14314
H -4.94111 -2.68398 1.07279
H -3.98876 -1.26984 1.61626
H -3.19632 -2.51036 0.47030
H -2.84629 -1.29735 -1.33985
C 1.98337 1.96232 -4.40878
C 0.73675 1.84697 -3.65638
C 0.66590 2.93488 -2.64970
O -0.35964 1.91128 -4.54841
H 2.89174 1.93577 -3.79695
H 1.99162 2.89372 -5.03814
H 2.04018 1.13406 -5.14554
H 0.75025 0.84324 -3.11662
H -0.31408 2.96162 -2.21780
H 0.98525 3.90652 -3.11240
H 1.32751 2.70376 -1.78125
H -1.18887 1.61063 -4.05603
C 2.08005 -3.16091 -1.08739
C 1.18271 -3.77360 -0.04576
C 1.99541 -3.82867 1.19547
O -0.02688 -3.01550 0.15791
H 2.27338 -2.11913 -0.88015
H 1.62315 -3.09111 -2.11739
H 2.99694 -3.71279 -1.15006
H 0.91029 -4.79113 -0.33905
H 1.40163 -4.28468 2.03946
H 2.28644 -2.81331 1.38365
H 2.87272 -4.45963 1.10100
H 0.22679 -2.30105 0.74904
C 4.68402 0.32798 3.55435
C 3.14756 0.34861 3.66023
C 2.70832 1.15785 4.81137
O 2.62737 0.84669 2.38975
H 4.96455 1.31254 3.21976
H 4.99709 -0.39619 2.82171
H 5.23477 0.26171 4.45528
H 2.72247 -0.68134 3.73298
H 3.07005 0.63456 5.72885
H 1.61104 1.29471 4.81490
H 3.26104 2.09144 4.69487
H 2.64655 1.79841 2.34072
C 4.35298 1.69405 -0.77166
C 3.95571 0.25797 -1.04945
C 4.67879 -0.35512 -2.17359
O 4.20002 -0.58435 0.08314
H 3.88619 2.14015 0.08638
H 4.23936 2.25492 -1.68275
H 5.39780 1.63377 -0.40360
H 2.86770 0.25226 -1.28980
H 4.48374 0.15506 -3.07846
H 4.45437 -1.37832 -2.27604
H 5.78614 -0.24916 -2.00433
H 3.76515 -0.15975 0.82037
C 1.38227 4.76069 0.66870
C 1.65620 4.91291 2.11613
C 0.31200 5.25554 2.80012
O 2.21626 3.69535 2.67162
H 0.63319 3.98928 0.54278
H 2.25529 4.55977 0.09500
H 0.90939 5.67869 0.25963
H 2.40696 5.68590 2.24474
H 0.44212 5.22473 3.86632
H -0.34819 4.44540 2.52565
H 0.00903 6.26014 2.52671
H 2.33607 3.83602 3.61946
C -0.42480 -2.10059 -3.90377
C -1.48043 -2.98179 -3.22585
C -1.09568 -4.44336 -3.25169
O -1.73839 -2.42349 -1.87271
H -0.25352 -2.59906 -4.87322
H 0.49976 -2.16366 -3.33749
H -0.70372 -1.10024 -4.15198
H -2.42971 -2.80510 -3.72135
H -1.06306 -4.76758 -4.31139
H -1.67593 -5.09463 -2.64222
H -0.08786 -4.57625 -2.85050
H -1.08370 -2.77120 -1.23906
C -1.21902 1.23739 1.56974
C -0.57650 0.06344 0.85329
C 0.04996 0.46084 -0.45407
O 0.33827 -0.74433 1.64668
H -1.54204 0.92480 2.57834
H -2.09511 1.68576 1.07095
H -0.50127 2.07274 1.61775
H -1.38125 -0.59567 0.60007
H -0.61215 1.05456 -1.06416
H 0.31074 -0.42015 -1.01125
H 0.98761 1.02096 -0.35388
H 1.09185 -0.15849 1.88221
```


A cluster of 7 separate species, C16H33B2Cl13O8P in total. Source: OMol25; level of theory: ωB97M-V with the def2-TZVPD basis set.

Computed properties:
* F_max: 4.54 eV/A
* HOMO energy: -3.3 eV
* LUMO energy: 1.56 eV
* HOMO-LUMO gap: 4.869 eV
* net charge: -1

The geometry in XYZ format:
```
73
C16H33B2Cl13O8P | OMol25 | ωB97M-V with the def2-TZVPD basis set
C 4.62408 0.56967 1.31609
C 3.20043 1.01470 1.93723
O 2.68738 0.19089 2.73499
O 2.64276 2.27149 1.60825
C 1.60780 2.15818 0.57679
C 0.28770 1.54126 1.24662
C -1.04342 2.42611 1.00163
C -2.13771 1.88782 2.04695
C -3.65260 2.27458 1.69193
C -4.66832 1.03797 1.61833
B -6.15594 1.66869 1.45289
O -7.37068 0.88492 1.22271
O -6.37250 3.12159 1.47885
O -4.42330 0.54389 0.25673
B -4.11696 -0.91849 0.30207
P -2.94652 -1.14822 -1.21927
O -1.60746 -2.18357 -0.86175
O -2.42918 0.35451 -1.89416
O -3.59739 -1.06280 1.67240
C -4.42681 -0.25421 2.55219
C -3.89248 -0.04601 4.06004
Cl -5.85921 -1.43103 2.83028
H 4.86105 1.08280 0.33026
H 5.41932 0.85164 2.09305
H 4.59806 -0.57884 1.24698
H 2.04197 1.45940 -0.23208
H 1.37288 3.19914 0.16802
H 0.49127 1.50551 2.38134
H 0.13404 0.44409 0.93264
H -1.41451 2.37637 -0.08229
H -0.80547 3.51265 1.31429
H -1.88190 2.38476 3.05853
H -1.94480 0.77548 2.19188
H -3.64586 2.75575 0.64519
H -3.96498 3.09950 2.42602
H -7.74571 0.79186 2.13381
H -6.19138 3.39596 0.54445
H -5.04633 -1.62228 -0.00057
H -2.03150 -2.99690 -0.49525
H -3.21665 0.89683 -2.12811
H -4.37078 0.92988 4.43906
H -2.75070 -0.01518 4.07612
H -4.28279 -0.93865 4.67088
C 4.24209 -3.71826 0.82424
Cl 4.90595 -2.74844 -0.49601
Cl 5.40353 -4.93530 1.36912
H 3.99963 -3.06183 1.65881
H 3.34087 -4.21993 0.47602
C -1.25603 0.97979 -5.09715
Cl -0.97216 0.02171 -6.55729
Cl -2.77106 1.88183 -5.20840
H -1.30608 0.31120 -4.23795
H -0.43437 1.68273 -4.97087
C 2.21054 0.63942 -8.78188
Cl 2.01701 2.21880 -8.01390
Cl 3.90676 0.14032 -8.80268
H 1.63198 -0.09648 -8.22580
H 1.84677 0.69780 -9.80618
C -3.71255 5.95497 -0.74540
Cl -5.03142 5.17328 -1.62636
Cl -4.09431 6.10830 0.97260
H -2.81032 5.35503 -0.85459
H -3.54876 6.94748 -1.16162
C 5.96441 -8.59216 -0.48053
Cl 6.19654 -9.53599 -1.95744
Cl 4.44014 -7.70055 -0.52254
H 5.95494 -9.26801 0.37282
H 6.78525 -7.88370 -0.38132
C 8.63418 -3.05705 2.94756
Cl 7.69064 -1.88464 2.02238
Cl 9.42994 -2.29292 4.32930
H 7.96824 -3.83820 3.31057
H 9.39276 -3.49091 2.29843
```


A structure of composition C19H45N6O10S2. Source: OMol25; level of theory: ωB97M-V with the def2-TZVPD basis set.

Computed properties:
* F_max: 0.28 eV/A
* HOMO energy: -5.8 eV
* LUMO energy: 1.92 eV
* HOMO-LUMO gap: 7.724 eV
* net charge: -1
* energy above the lowest of the compared OMol25 structures with the same formula, charge and spin: 0.0 kJ/mol

The geometry in XYZ format:
```
82
C19H45N6O10S2 | OMol25 | ωB97M-V with the def2-TZVPD basis set
C 2.11859 1.18268 0.61136
O 2.17756 2.27381 -0.28209
C 1.63831 3.48749 0.21608
C 0.29034 3.34957 0.92089
C -0.51180 4.64817 0.87237
S -2.23211 4.42584 1.29121
O -2.76286 5.75775 1.44836
O -2.24403 3.56965 2.47255
N -2.93035 3.73089 0.05416
S -3.08676 2.16026 -0.04315
O -2.06006 1.54394 -0.86285
O -4.44990 1.81139 -0.38439
H 2.37774 1.47887 1.63476
H 1.13133 0.71350 0.62080
H 2.84392 0.44794 0.26195
H 2.37575 3.95597 0.89032
H 1.52944 4.13842 -0.64861
H 0.41031 3.03808 1.95924
H -0.27321 2.56602 0.41058
H -0.46789 5.10677 -0.12033
H -0.14873 5.38964 1.58980
H -2.86464 1.73593 1.22235
C -2.06055 0.14789 5.58589
O -1.14237 0.94122 5.62297
N -3.31264 0.41853 5.16724
C -4.34893 -0.58527 5.19808
C -3.64399 1.74827 4.66418
H -1.94543 -0.90118 5.91831
H -4.74164 -0.77569 4.19619
H -5.18013 -0.27303 5.83628
H -3.94322 -1.51680 5.59207
H -3.07100 2.00582 3.77571
H -3.44012 2.50465 5.42262
H -4.70311 1.75973 4.41440
C -2.01893 -3.16764 -0.31888
O -0.94965 -2.58547 -0.25716
N -3.10351 -2.73774 -0.98049
C -4.31390 -3.52410 -1.03656
C -3.07078 -1.44991 -1.66779
H -2.17414 -4.15112 0.16267
H -4.56291 -3.77935 -2.06897
H -5.15375 -2.97674 -0.60239
H -4.17387 -4.44985 -0.47947
H -2.28617 -1.44617 -2.42543
H -2.86775 -0.63084 -0.98335
H -4.03593 -1.28420 -2.13994
C -0.35540 -4.93120 -2.86370
O -1.16806 -5.64912 -3.42339
N 0.91202 -4.74986 -3.28250
C 1.83294 -3.87407 -2.57955
C 1.35866 -5.44294 -4.47406
H -0.58198 -4.36473 -1.94906
H 2.18853 -3.08200 -3.24056
H 2.69232 -4.44226 -2.22259
H 1.32645 -3.41681 -1.73030
H 0.75363 -5.16267 -5.33762
H 1.27036 -6.52479 -4.35247
H 2.39864 -5.18113 -4.66168
C 4.43351 -6.49540 -2.17756
O 5.16571 -5.57617 -2.48554
N 4.63957 -7.31636 -1.12678
C 3.72711 -8.38897 -0.80085
C 5.81272 -7.09333 -0.30126
H 3.51696 -6.74008 -2.74189
H 3.30388 -8.25537 0.19698
H 4.22984 -9.35824 -0.83748
H 2.90978 -8.39628 -1.52037
H 5.79519 -6.09263 0.13129
H 6.72413 -7.18391 -0.89319
H 5.82523 -7.83155 0.49774
C 1.46700 7.33778 -0.63319
O 0.81209 6.58703 -1.32322
N 1.56482 8.67012 -0.84589
C 2.34609 9.53011 0.00921
C 0.83562 9.23413 -1.96684
H 2.03684 6.99328 0.24731
H 1.72070 10.29055 0.48344
H 3.13732 10.03448 -0.55178
H 2.80842 8.93104 0.79247
H -0.23302 9.04219 -1.86602
H 1.16525 8.78760 -2.90574
H 1.01065 10.30802 -1.99488
```